(1)
C3H6Br2N2 in the gas phase in a non-equilibrium geometry. Source: the OMol25 dataset; level of theory: the ωB97M-V functional and the def2-TZVPD basis.

Calculated values
DFT total energy = -146267.914 eV
Orbital gap (alpha / beta) = 8.210 / 8.687 eV

ORCA input file:
```
! wB97M-V def2-TZVPD RIJCOSX def2/J DEFGRID3
* xyz 0 1
C -0.501 0.465 0.876
C -0.432 -1.005 0.553
C 0.599 1.076 -0.047
N -1.007 -1.142 -0.726
N 0.335 0.879 -1.383
Br -0.438 -2.371 -1.867
Br 1.689 0.070 -2.331
H -1.545 0.940 0.532
H -0.432 0.811 1.817
H 0.605 -1.339 0.710
H -1.175 -1.450 1.194
H 0.688 2.184 0.254
H 1.614 0.883 0.419
*
```

These are the Löwdin partial charges, in e, on atoms 1 to 5: number 1, C, carries -0.186; number 2, C, carries -0.400; number 3, C, carries -0.473; number 4, N, carries -0.518; number 5, N, carries -0.422

=====

(2)
A molecular structure, C4H3NS in a non-equilibrium geometry. Source: the OMol25 dataset; level of theory: the ωB97M-V functional and the def2-TZVPD basis.

Calculated values
DFT total energy = -16515.730 eV
Orbital gap = 8.572 eV

ORCA input file:
```
! wB97M-V def2-TZVPD RIJCOSX def2/J DEFGRID3
* xyz 0 1
C 0.160 -1.385 0.377
C -0.196 -0.104 -0.210
C -1.015 0.701 -0.901
C -1.610 1.843 -1.355
H 1.404 -2.606 2.372
H -0.701 -1.796 0.958
H 0.176 -2.003 -0.679
N -2.094 3.037 -1.377
S 1.859 -1.324 1.220
*
```

These are the Löwdin partial charges, in e, on atoms 1 to 5: number 1, C, carries -0.621; number 2, C, carries -0.081; number 3, C, carries -0.033; number 4, C, carries -0.222; number 5, H, carries 0.061

=====

(3)
A molecular structure, C52H73Cl2N2O2P2SbSi4TeTi. Source: the OMol25 dataset; level of theory: the ωB97M-V functional and the def2-TZVPD basis.

Calculated values
DFT total energy = -174267.574 eV
Orbital gap (alpha / beta) = 4.892 / 5.875 eV
⟨S²⟩ = 2.0415

ORCA input file:
```
! wB97M-V def2-TZVPD RIJCOSX def2/J DEFGRID3
* xyz 0 3
Ti 0.520 -0.643 1.701
C 0.837 -4.153 2.962
P -0.040 -3.343 1.575
C 0.852 -4.043 0.097
N 0.440 -5.143 -0.461
C 1.052 -5.571 -1.598
C 0.592 -6.749 -2.247
C 1.186 -7.156 -3.399
C 2.269 -6.415 -3.960
C 2.727 -5.292 -3.350
C 2.118 -4.847 -2.145
N 2.573 -3.720 -1.535
C 1.979 -3.311 -0.453
P 2.500 -1.750 0.406
C 3.571 -2.379 1.766
C 3.742 -0.922 -0.678
C 4.986 -1.781 -0.938
C 4.147 0.360 0.092
C 3.096 -0.558 -2.006
C -1.681 -4.210 1.602
C -2.385 -4.000 0.262
C -2.483 -3.551 2.731
C -1.580 -5.707 1.909
H 1.101 -5.183 2.718
H 0.168 -4.150 3.823
H 1.733 -3.607 3.238
H -0.235 -7.290 -1.805
H 0.838 -8.048 -3.902
H 2.724 -6.756 -4.879
H 3.546 -4.711 -3.753
H 3.891 -3.408 1.607
H 3.059 -2.290 2.720
H 4.452 -1.741 1.820
H 5.527 -2.018 -0.022
H 5.660 -1.192 -1.566
H 4.754 -2.706 -1.460
H 5.235 0.464 0.098
H 3.802 0.395 1.126
H 3.717 1.236 -0.389
H 2.269 0.137 -1.859
H 3.848 -0.072 -2.631
H 2.730 -1.430 -2.549
H -2.356 -2.955 -0.056
H -3.435 -4.277 0.372
H -1.947 -4.603 -0.530
H -2.702 -2.504 2.542
H -1.970 -3.614 3.691
H -3.437 -4.078 2.825
H -0.916 -6.241 1.232
H -2.582 -6.130 1.804
H -1.261 -5.884 2.937
Cl 1.256 1.257 8.728
C 0.814 0.666 7.146
C -0.318 -0.127 7.015
C -0.660 -0.578 5.742
Cl -2.104 -1.538 5.584
C 0.076 -0.268 4.614
O -0.312 -0.659 3.387
C 1.263 0.502 4.775
C 2.133 0.757 3.706
O 1.949 0.249 2.497
C 1.596 0.981 6.063
H -0.928 -0.379 7.868
H 3.007 1.386 3.845
H 2.484 1.585 6.191
C -6.892 -1.973 1.551
C -6.328 -1.135 2.499
C -5.046 -0.629 2.314
C -4.300 -0.943 1.177
C -4.887 -1.788 0.232
C -6.166 -2.296 0.413
Sb -2.268 -0.161 0.910
C -2.722 1.608 1.981
C -2.690 1.484 3.368
C -2.962 2.580 4.180
C -3.288 3.800 3.610
C -3.336 3.923 2.227
C -3.041 2.835 1.419
C -2.601 -0.095 -1.191
C -3.720 0.497 -1.769
C -3.989 0.337 -3.122
C -3.151 -0.439 -3.911
C -2.029 -1.030 -3.346
C -1.753 -0.851 -1.997
H -7.890 -2.366 1.692
H -6.884 -0.867 3.388
H -4.643 0.030 3.071
H -4.360 -2.046 -0.680
H -6.597 -2.942 -0.341
H -2.449 0.535 3.830
H -2.911 2.473 5.257
H -3.503 4.655 4.237
H -3.593 4.873 1.777
H -3.057 2.949 0.349
H -4.412 1.067 -1.159
H -4.859 0.811 -3.557
H -3.369 -0.577 -4.962
H -1.368 -1.633 -3.956
H -0.859 -1.311 -1.571
C -0.161 5.268 0.668
Si -0.315 4.933 -1.157
C -2.063 4.487 -1.654
C 0.037 6.551 -2.034
Si 1.110 3.141 -1.715
Te 0.380 1.532 0.055
Si 3.349 3.829 -1.492
C 3.754 3.909 0.335
C 4.575 2.747 -2.418
C 3.575 5.542 -2.235
Si 0.745 2.640 -3.979
C -1.057 2.651 -4.487
C 1.613 4.020 -4.906
C 1.463 1.028 -4.576
H -0.915 5.992 0.989
H 0.825 5.691 0.878
H -0.271 4.365 1.266
H -2.783 4.975 -0.993
H -2.249 3.413 -1.635
H -2.249 4.837 -2.672
H -0.810 7.219 -1.848
H 0.136 6.438 -3.115
H 0.930 7.046 -1.660
H 3.158 3.199 0.913
H 3.528 4.908 0.714
H 4.811 3.704 0.522
H 4.982 1.938 -1.816
H 5.403 3.382 -2.742
H 4.129 2.305 -3.311
H 2.658 6.108 -2.328
H 4.013 5.473 -3.231
H 4.260 6.113 -1.603
H -1.745 2.796 -3.661
H -1.313 1.697 -4.948
H -1.230 3.444 -5.217
H 1.143 4.986 -4.714
H 1.557 3.826 -5.981
H 2.666 4.109 -4.636
H 1.042 0.183 -4.032
H 2.547 0.984 -4.485
H 1.200 0.918 -5.632
*
```

These are the Löwdin partial charges, in e, on atoms 1 to 5: number 1, Ti, carries 0.274; number 2, C, carries -0.214; number 3, P, carries 1.011; number 4, C, carries -0.361; number 5, N, carries 0.132

=====

(4)
A molecular structure, C5H6O2 in a non-equilibrium geometry. Source: the OMol25 dataset; level of theory: the ωB97M-V functional and the def2-TZVPD basis.

Calculated values
DFT total energy = -9372.925 eV
Orbital gap = 10.562 eV

ORCA input file:
```
! wB97M-V def2-TZVPD RIJCOSX def2/J DEFGRID3
* xyz 0 1
C 0.972 -0.039 -0.112
C -0.097 -0.143 -0.984
C -1.056 -1.175 -0.195
C -0.971 -0.222 1.044
C -0.039 0.859 0.634
H -0.174 -0.362 -1.939
H -2.045 -1.209 -0.704
H -0.368 -2.226 -0.147
H -2.115 0.148 0.819
H -0.688 -0.515 2.105
H 0.202 1.598 1.381
O 2.101 -0.388 0.188
O -0.560 1.249 -0.667
*
```

These are the Löwdin partial charges, in e, on atoms 1 to 5: number 1, C, carries -0.317; number 2, C, carries -0.224; number 3, C, carries -0.068; number 4, C, carries -0.155; number 5, C, carries -0.238

=====

(5)
A molecular structure, C7H13NO in a non-equilibrium geometry. Source: the OMol25 dataset; level of theory: the ωB97M-V functional and the def2-TZVPD basis.

Calculated values
DFT total energy = -11001.058 eV
Orbital gap (alpha / beta) = 7.156 / 7.160 eV

ORCA input file:
```
! wB97M-V def2-TZVPD RIJCOSX def2/J DEFGRID3
* xyz 0 1
C -0.205 1.179 1.515
C -1.324 -0.249 -0.270
C -1.250 1.074 0.532
C -1.618 -0.113 -1.611
O -1.933 -1.278 0.467
N -2.082 1.968 0.123
H -2.891 -1.173 0.414
H -1.988 2.828 0.670
H 0.040 2.179 1.857
H -0.248 0.443 2.313
H 0.803 0.349 0.843
H -1.236 0.734 -2.159
H -2.168 -0.875 -2.144
C 2.073 -0.100 -1.136
C 1.396 -0.640 0.086
C 1.838 -1.670 0.811
H 0.010 -0.658 -0.223
H 1.323 0.301 -1.828
H 2.743 0.725 -0.879
H 2.629 -0.861 -1.678
H 2.813 -2.112 0.645
H 1.275 -2.054 1.653
*
```

These are the Löwdin partial charges, in e, on atoms 1 to 5: number 1, C, carries -0.045; number 2, C, carries -0.443; number 3, C, carries -0.415; number 4, C, carries 0.128; number 5, O, carries 0.002

=====

(6)
2 unconnected molecules or ions with the total composition ClH4NSi in a non-equilibrium geometry. Source: the OMol25 dataset; level of theory: the ωB97M-V functional and the def2-TZVPD basis.

Calculated values
DFT total energy = -21951.379 eV
Orbital gap (alpha / beta) = 11.070 / 7.651 eV
⟨S²⟩ = 2.0094

ORCA input file:
```
! wB97M-V def2-TZVPD RIJCOSX def2/J DEFGRID3
* xyz 0 3
N 0.727 -0.444 -0.292
Si -0.776 0.293 0.091
Cl 3.093 0.073 -0.067
H 0.921 -1.395 -0.046
H -1.813 -0.082 -1.032
H -0.705 1.751 0.047
H -1.447 -0.197 1.299
*
```

These are the Löwdin partial charges, in e, on atoms 1 to 5: number 1, N, carries -0.226; number 2, Si, carries 0.496; number 3, Cl, carries -0.001; number 4, H, carries -0.028; number 5, H, carries -0.059